Entry 1:
Entry from the OMol25 dataset: a cluster of 2 separate species, C6H6N4O2 in total in a non-equilibrium geometry (ωB97M-V/def2-TZVPD).

Cartesian coordinates (Å):
O 3.6198 2.0855 -0.1714
C 3.5524 0.8937 -0.0204
N 2.3835 0.1090 0.1303
N 2.6729 -1.0963 0.3380
N 4.0535 -1.2954 0.1702
N 4.5926 -0.0078 0.0823
H 4.3456 -1.6900 1.0688
H 5.3599 0.1634 -0.5565
C -0.6575 -0.4623 -0.5039
C -1.8467 -0.5892 -0.3968
C -3.2694 -0.7209 -0.3355
C -4.0781 0.2655 0.0355
C -5.5213 -0.0117 0.1031
O -6.3540 0.8076 0.4482
H 0.4049 -0.3641 -0.5903
H -3.6775 -1.6980 -0.5651
H -3.7471 1.2701 0.2739
H -5.8076 -1.0426 -0.1814

Results
LUMO energy: -0.71 eV
HOMO-LUMO gap: 8.8620 eV
E_HOMO: -0.35163 Ha
total charge: 0
largest force on an atom: 0.030 Eh/bohr

=====

Entry 2:
Entry from the OMol25 dataset: a structure of composition C6H6NO2 in a non-equilibrium geometry (ωB97M-V/def2-TZVPD).

Cartesian coordinates (Å):
C 0.7202 0.9832 -1.9473
C 0.5398 -0.0202 -1.3045
C -3.2501 -0.7820 0.8516
C -0.2371 -0.8567 -0.4613
C -0.3950 1.3221 0.7066
C -0.0129 2.0723 -0.4835
N -0.6837 0.0965 0.6501
O -3.0466 0.0501 1.6413
O -3.7975 -1.5647 0.2033
H 1.1668 1.7354 -2.5912
H -0.9898 -1.3307 -1.0734
H 0.3787 -1.6453 0.0494
H -0.7541 1.7793 1.7458
H -0.7869 2.5949 -1.0339
H -0.8904 -0.3568 1.4728

Results
LUMO energy: -5.31 eV
HOMO-LUMO gap: 8.2655 eV
E_HOMO: -0.49885 Ha
total charge: +1
largest force on an atom: 0.105 Eh/bohr

=====

Entry 3:
Entry from the OMol25 dataset: the ion C6H6NO2S with charge -1 in a non-equilibrium geometry (ωB97M-V/def2-TZVPD).

Cartesian coordinates (Å):
H -1.6969 2.2127 -0.0771
N -1.6300 1.4238 0.5780
C -0.6642 0.6981 0.1956
C -0.0363 0.6735 -1.1484
C 1.2064 -0.1471 -0.9825
C 1.8828 0.4440 0.3035
O 1.0310 0.8986 1.1075
O 3.1069 0.3880 0.3356
S 0.5555 -1.6908 -0.3998
C -0.6420 -0.9582 0.6307
C -1.4137 -1.7013 1.3946
H -0.5611 0.2579 -1.9987
H 0.3376 1.6781 -1.6479
H 2.0192 -0.1353 -1.8205
H -1.3993 -2.8597 1.4524
H -2.0959 -1.1823 2.0769

Results
LUMO energy: 3.41 eV
HOMO-LUMO gap: 7.6071 eV
E_HOMO: -0.15442 Ha
total charge: -1
largest force on an atom: 0.089 Eh/bohr

=====

Entry 4:
Entry from the OMol25 dataset: a structure of composition C6H6O (ωB97M-V/def2-TZVPD).

Cartesian coordinates (Å):
C 2.0108 1.7421 -0.6917
C 1.1420 0.9710 -0.3757
C 0.0928 0.0448 -0.0247
C -1.2318 0.5362 0.4397
C -0.1166 -0.6509 1.3406
O -0.4745 -1.8397 0.6995
C -0.0330 -1.3678 -0.5894
H 2.7894 2.4235 -0.9568
H -2.1282 0.1034 0.0028
H -1.2633 1.5876 0.7188
H -1.1396 0.0110 1.6928
H 0.9268 -1.8162 -0.8595
H -0.7725 -1.5354 -1.3795

Results
LUMO energy: 0.92 eV
HOMO-LUMO gap: 9.6842 eV
E_HOMO: -0.32198 Ha
total charge: 0
largest force on an atom: 0.008 Eh/bohr

=====

Entry 5:
Entry from the OMol25 dataset: the molecule C6H6O (ωB97M-V/def2-TZVPD).

Cartesian coordinates (Å):
C -0.0731 -0.4872 2.3829
C 0.3646 0.1409 1.4536
C 0.9183 0.8156 0.2762
C 0.0705 0.6066 -0.9964
O -1.0762 1.4281 -0.9881
C -0.2692 -0.8172 -1.1767
C -0.5703 -1.9808 -1.2390
H -0.4380 -1.0687 3.2005
H 0.9918 1.8957 0.4396
H 1.9330 0.4440 0.1014
H 0.6580 0.9497 -1.8534
H -1.6706 1.0855 -0.3067
H -0.8386 -3.0122 -1.2939

Results
LUMO energy: 0.93 eV
HOMO-LUMO gap: 11.0835 eV
E_HOMO: -0.37330 Ha
total charge: 0
largest force on an atom: 0.010 Eh/bohr

=====

Entry 6:
Entry from the OMol25 dataset: a structure of composition C6H6O in a non-equilibrium geometry (ωB97M-V/def2-TZVPD).

Cartesian coordinates (Å):
C -0.7869 -1.2245 2.3914
C -0.1343 -0.2826 1.7681
C -0.1490 0.0353 0.3276
C -0.1344 -0.7548 -0.7815
C 0.1872 0.0929 -1.9665
O 0.5059 1.3875 -1.3931
C 0.2413 1.3253 -0.1083
H -0.9159 -1.7341 3.3528
H -0.3040 -1.8208 -0.7806
H 1.0125 -0.2145 -2.6185
H -0.6957 0.2824 -2.5887
H 0.3417 2.2589 0.4389
H 0.8315 0.6490 1.9584

Results
LUMO energy (spin up / spin down): -0.54 / 0.48 eV
HOMO-LUMO gap (spin up / spin down): 5.9875 / 9.2204 eV
E_HOMO (spin up / spin down): -0.23988 / -0.32124 Ha
total charge: 0
largest force on an atom: 0.075 Eh/bohr